Entry 1:
The following is a DFT calculation (ωB97M-V/def2-TZVPD) of a molecular structure, C3H7N2S in a non-equilibrium geometry.

CARTESIAN COORDINATES (ANGSTROEM)
1 C -0.5951 0.7956 0.2880
2 C 0.2221 -1.0213 0.4362
3 C 1.7530 0.9993 -0.0933
4 N 0.5731 1.5015 -0.1615
5 N -0.3918 -1.9287 -0.3986
6 S 1.9809 -0.6104 0.1364
7 H -1.4832 0.9103 -0.4259
8 H -0.9733 1.0695 1.2391
9 H 0.1124 -1.2724 1.5153
10 H 2.6191 1.6576 -0.2238
11 H 0.4978 2.3195 -0.7053
12 H -1.2380 -2.1534 0.0567
13 H 0.0338 -2.7639 -0.8593

Results
E_tot: -625.8869 Ha
Total charge: +1
Multiplicity: 1
Energy relative to the best compared isomer or geometry (same formula, charge and spin): 53.50 kcal/mol
Highest occupied orbital energy: -13.6 eV
Kohn-Sham gap: 0.328 hartree

Löwdin population analysis, charges in e, atoms 1 to 5: number 1, C, carries -0.001; number 2, C, carries -0.487; number 3, C, carries -0.419; number 4, N, carries -0.036; number 5, N, carries -0.002

Entry 2:
The following is a DFT calculation (ωB97M-V/def2-TZVPD) of a molecular structure, C3H7N2S in a non-equilibrium geometry.

CARTESIAN COORDINATES (ANGSTROEM)
1 C 0.3768 -0.9454 0.6748
2 C -0.9718 -1.5878 0.6204
3 C 0.5018 1.2121 -0.7686
4 N 2.1732 0.0494 0.7203
5 N 0.8678 0.2064 0.2738
6 S 1.8898 -1.5972 1.1830
7 H -1.2818 -1.6968 -0.3547
8 H -0.9119 -2.4705 1.1442
9 H -1.7253 -0.8920 1.1638
10 H -0.0370 0.8160 -1.7067
11 H -0.2627 1.8730 -0.3115
12 H 1.4504 1.5555 -0.9761
13 H 2.9632 0.4118 0.0829

Results
E_tot: -625.8533 Ha
Total charge: +1
Multiplicity: 1
Energy relative to the best compared isomer or geometry (same formula, charge and spin): 74.58 kcal/mol
Highest occupied orbital energy: -14.8 eV
Kohn-Sham gap: 0.384 hartree

Löwdin population analysis, charges in e, atoms 1 to 5: number 1, C, carries -0.507; number 2, C, carries -0.001; number 3, C, carries 0.066; number 4, N, carries -0.245; number 5, N, carries -0.213

Entry 3:
The following is a DFT calculation (ωB97M-V/def2-TZVPD) of a gas-phase ion, C3H7N2S (charge +1) in a non-equilibrium geometry.

CARTESIAN COORDINATES (ANGSTROEM)
1 C -1.4913 0.4001 0.1584
2 C 0.3657 -1.2509 0.0536
3 C 0.9543 1.5256 -0.1535
4 N -0.7400 -0.5594 0.1018
5 N 0.5013 -2.5905 -0.0354
6 S 1.7569 -0.2191 0.1137
7 H -2.1629 0.7405 1.0747
8 H -1.7680 1.0687 -0.6434
9 H 1.8497 2.0721 0.0541
10 H 0.1426 1.5797 0.5336
11 H 0.7587 1.4654 -1.1749
12 H -0.2656 -3.2203 -0.2624
13 H 1.4980 -2.8308 -0.3654

Results
E_tot: -625.7547 Ha
Total charge: +1
Multiplicity: 3
Energy relative to the best compared isomer or geometry (same formula, charge and spin): 62.01 kcal/mol
Highest occupied orbital energy (spin up / spin down): -10.9 / -14.6 eV
Kohn-Sham gap (spin up / spin down): 0.255 / 0.239 hartree

Löwdin population analysis, charges in e, atoms 1 to 5: number 1, C, carries -0.109; number 2, C, carries -0.646; number 3, C, carries -0.188; number 4, N, carries 0.037; number 5, N, carries 0.148

Entry 4:
The following is a DFT calculation (ωB97M-V/def2-TZVPD) of a molecular structure, C3H7N2S2 in a non-equilibrium geometry.

CARTESIAN COORDINATES (ANGSTROEM)
1 C 1.1984 0.7886 0.0226
2 C -0.6799 1.4520 0.1476
3 C -0.4889 -0.8814 0.0851
4 N 0.9427 -0.5129 0.0783
5 N -1.2818 0.3087 -0.3821
6 S 2.4890 1.6873 -0.0625
7 S 2.0250 -1.8196 -0.3818
8 H -0.8241 1.5664 1.1683
9 H -0.7471 2.2743 -0.4924
10 H -0.5496 -1.7680 -0.5532
11 H -0.6553 -1.1631 1.1660
12 H -2.2216 0.1523 -0.2734
13 H -1.2816 0.5386 -1.3517
14 H 2.0748 -2.6233 0.8292

Results
E_tot: -1024.0229 Ha
Total charge: +1
Multiplicity: 1
Energy relative to the best compared isomer or geometry (same formula, charge and spin): 87.89 kcal/mol
Highest occupied orbital energy: -12.6 eV
Kohn-Sham gap: 0.326 hartree

Löwdin population analysis, charges in e, atoms 1 to 5: number 1, C, carries -0.820; number 2, C, carries 0.002; number 3, C, carries -0.121; number 4, N, carries -0.529; number 5, N, carries 0.048

Entry 5:
The following is a DFT calculation (ωB97M-V/def2-TZVPD) of a single C3H7N3 molecule in a non-equilibrium geometry.

CARTESIAN COORDINATES (ANGSTROEM)
1 C -1.6096 0.3526 -0.2196
2 C -0.8730 -1.0031 0.0144
3 C 1.5665 0.7797 -0.3908
4 N -1.0752 1.3967 0.1273
5 N 0.2424 -0.7149 0.9421
6 N 0.7635 0.4778 0.7568
7 H -2.4720 0.0374 -0.7974
8 H -1.4002 -1.7215 0.7169
9 H -0.4311 -1.5665 -0.8947
10 H 2.4857 0.1776 -0.2909
11 H 1.0380 0.6016 -1.4345
12 H 1.9828 1.7327 -0.3503
13 H -0.2178 -0.5501 1.8205

Results
E_tot: -282.6061 Ha
Multiplicity: 1
Energy relative to the best compared isomer or geometry (same formula, charge and spin): 105.49 kcal/mol
Highest occupied orbital energy (spin up / spin down): -8.5 / -8.5 eV
Kohn-Sham gap (spin up / spin down): 0.327 / 0.327 hartree

Löwdin population analysis, charges in e, atoms 1 to 5: number 1, C, carries -0.308; number 2, C, carries -0.178; number 3, C, carries -0.142; number 4, N, carries 0.128; number 5, N, carries -0.097

Entry 6:
The following is a DFT calculation (ωB97M-V/def2-TZVPD) of a single C3H7N3 molecule in a non-equilibrium geometry.

CARTESIAN COORDINATES (ANGSTROEM)
1 C 1.6084 0.4761 -0.4036
2 C 0.6061 -0.2029 0.5208
3 N -0.3610 -1.1838 -0.2657
4 N -0.3722 0.6812 1.0031
5 C -1.5319 0.5182 0.5713
6 N -2.5966 1.0172 0.2149
7 H 1.0945 0.9441 -1.2425
8 H 2.1247 1.2589 0.1505
9 H 2.3371 -0.2447 -0.7721
10 H 1.0937 -0.7443 1.3423
11 H -0.5558 -0.9456 -1.2348
12 H 0.0276 -2.1202 -0.2290
13 H -3.4748 0.5460 0.3449

Results
E_tot: -282.7190 Ha
SMILES string: C[C@H](N)N=C=N
Multiplicity: 1
Energy relative to the best compared isomer or geometry (same formula, charge and spin): 34.67 kcal/mol
Highest occupied orbital energy: -9.3 eV
Kohn-Sham gap: 0.373 hartree

Löwdin population analysis, charges in e, atoms 1 to 5: number 1, C, carries -0.066; number 2, C, carries -0.409; number 3, N, carries 0.028; number 4, N, carries 0.068; number 5, C, carries -0.320

Entry 7:
The following is a DFT calculation (ωB97M-V/def2-TZVPD) of a single C3H7N3 molecule in a non-equilibrium geometry.

CARTESIAN COORDINATES (ANGSTROEM)
1 C 2.9475 0.0471 -0.1359
2 N 1.7219 0.4902 0.0420
3 N 0.7746 -0.4406 0.1010
4 C -0.5675 0.0836 0.1006
5 N -1.6667 -0.5107 -0.1215
6 C -2.9576 0.2562 -0.0392
7 H 3.2792 -0.9608 -0.0104
8 H 3.7030 0.8511 -0.1605
9 H 1.0525 -1.4245 0.2280
10 H -0.6212 1.2018 0.3150
11 H -3.6459 -0.3050 -0.7053
12 H -2.7316 1.3405 -0.4296
13 H -3.3784 0.2029 1.0597

Results
E_tot: -282.6850 Ha
SMILES string: C=NN/C=N/C
Multiplicity: 1
Energy relative to the best compared isomer or geometry (same formula, charge and spin): 56.01 kcal/mol
Highest occupied orbital energy: -8.7 eV
Kohn-Sham gap: 0.360 hartree

Löwdin population analysis, charges in e, atoms 1 to 5: number 1, C, carries -0.050; number 2, N, carries -0.072; number 3, N, carries -0.063; number 4, C, carries -0.231; number 5, N, carries -0.068

Entry 8:
The following is a DFT calculation (ωB97M-V/def2-TZVPD) of 2 unconnected molecules or ions with the total composition C3H7N3 in a non-equilibrium geometry.

CARTESIAN COORDINATES (ANGSTROEM)
1 N -1.4020 -2.3873 -0.2730
2 C -0.7370 -1.4457 -0.2023
3 C 0.1261 -0.4274 -0.6649
4 C 1.7441 -0.9526 -0.3916
5 N 0.9557 0.2039 0.2973
6 H -0.1193 -0.0826 -1.6616
7 H 2.5013 -0.5010 -1.1115
8 H 2.1723 -1.8700 0.0738
9 H 1.1938 1.2089 0.2253
10 N -2.0525 0.7985 0.8748
11 H -1.3857 0.3942 1.3413
12 H -1.8116 1.0681 0.0083
13 H -2.9162 0.3107 0.9093

Results
E_tot: -282.6480 Ha
SMILES string: N#C[C@@H]1CN1.N
Multiplicity: 1
Energy relative to the best compared isomer or geometry (same formula, charge and spin): 79.20 kcal/mol
Highest occupied orbital energy: -9.7 eV
Kohn-Sham gap: 0.382 hartree

Löwdin population analysis, charges in e, atoms 1 to 5: number 1, N, carries 0.164; number 2, C, carries -0.266; number 3, C, carries -0.306; number 4, C, carries -0.015; number 5, N, carries -0.044

Entry 9:
The following is a DFT calculation (ωB97M-V/def2-TZVPD) of a single C3H7N3 molecule in a non-equilibrium geometry.

CARTESIAN COORDINATES (ANGSTROEM)
1 C 1.1289 -0.2150 0.3436
2 C -0.4466 -0.3170 -0.6784
3 C -0.9103 1.1029 -0.9548
4 N -1.2562 -0.9764 0.3024
5 N -0.6673 -1.1583 1.4050
6 N 0.5710 -0.8314 1.4985
7 H 1.8824 -0.9259 -0.0479
8 H 1.6369 0.7621 0.4347
9 H 0.0172 -0.8354 -1.5221
10 H -1.3968 1.5105 -0.0619
11 H -1.5513 1.1455 -1.8162
12 H -0.1089 1.7739 -1.2547
13 H 1.1009 -1.0354 2.3519

Results
E_tot: -282.5311 Ha
Multiplicity: 3
Energy relative to the best compared isomer or geometry (same formula, charge and spin): 50.86 kcal/mol
Highest occupied orbital energy (spin up / spin down): -5.3 / -8.7 eV
Kohn-Sham gap (spin up / spin down): 0.231 / 0.260 hartree

Löwdin population analysis, charges in e, atoms 1 to 5: number 1, C, carries -0.086; number 2, C, carries -0.264; number 3, C, carries -0.089; number 4, N, carries -0.011; number 5, N, carries -0.157

Entry 10:
The following is a DFT calculation (ωB97M-V/def2-TZVPD) of a single C3H7N3O molecule in a non-equilibrium geometry.

CARTESIAN COORDINATES (ANGSTROEM)
1 H -0.4256 2.0773 -0.8141
2 N -1.0650 2.0179 0.0824
3 N -1.3763 0.8304 0.3591
4 N -0.8601 -0.1507 -0.2535
5 C -1.1874 -1.5064 0.0741
6 O 0.1935 0.0381 -1.1750
7 C 1.4041 0.3620 -0.5650
8 C 1.5635 0.5256 0.7296
9 H -1.8124 -1.5109 0.9592
10 H -1.5140 -2.1938 -0.7545
11 H -0.2967 -2.0146 0.2726
12 H 2.0937 0.5907 -1.3963
13 H 2.5479 0.4316 1.0834
14 H 0.7349 0.5029 1.3982

Results
E_tot: -357.8364 Ha
SMILES string: [H]/N=N\N(C)OC=C
Multiplicity: 1
Energy relative to the best compared isomer or geometry (same formula, charge and spin): 133.96 kcal/mol
Highest occupied orbital energy: -9.1 eV
Kohn-Sham gap: 0.370 hartree

Löwdin population analysis, charges in e, atoms 1 to 5: number 1, H, carries 0.085; number 2, N, carries 0.031; number 3, N, carries -0.098; number 4, N, carries -0.258; number 5, C, carries -0.019

Entry 11:
The following is a DFT calculation (ωB97M-V/def2-TZVPD) of a single C3H7N3O molecule in a non-equilibrium geometry.

CARTESIAN COORDINATES (ANGSTROEM)
1 O 0.6544 1.5872 -1.0712
2 N 0.0657 1.3170 0.3364
3 C 1.1798 0.4883 0.8245
4 N 1.2666 -0.8234 0.8779
5 N 0.3113 -1.5856 0.3513
6 C -0.6495 -0.9900 -0.4056
7 C -1.1283 0.3212 0.0950
8 H 0.7867 2.6810 -1.2327
9 H 2.0950 1.1368 1.1138
10 H 0.3913 -2.5627 0.6792
11 H -1.3496 -1.8610 -0.5109
12 H -0.2220 -0.7204 -1.2744
13 H -1.7652 0.6511 -0.7810
14 H -1.6361 0.3604 0.9975

Results
E_tot: -357.8470 Ha
SMILES string: ON1C=NNCC1
Multiplicity: 1
Energy relative to the best compared isomer or geometry (same formula, charge and spin): 127.32 kcal/mol
Highest occupied orbital energy: -8.1 eV
Kohn-Sham gap: 0.328 hartree

Löwdin population analysis, charges in e, atoms 1 to 5: number 1, O, carries -0.173; number 2, N, carries -0.078; number 3, C, carries -0.196; number 4, N, carries 0.025; number 5, N, carries -0.106

Entry 12:
The following is a DFT calculation (ωB97M-V/def2-TZVPD) of a single C3H7N3O molecule in a non-equilibrium geometry.

CARTESIAN COORDINATES (ANGSTROEM)
1 H 1.2000 2.7671 -1.1981
2 N 1.0891 1.7949 -0.8783
3 N 0.2021 1.7410 0.0222
4 C -0.0877 0.4734 0.5376
5 C -0.3930 0.3191 1.8236
6 C -0.2062 -0.5811 -0.5513
7 N -0.8100 -1.7827 -0.0701
8 O 1.0178 -0.7804 -1.1805
9 H -0.7023 -0.6426 2.1903
10 H -0.3483 1.1589 2.4997
11 H -0.9049 -0.0226 -1.2685
12 H -0.0748 -2.4491 0.1782
13 H -1.4083 -2.2100 -0.7841
14 H 1.4264 0.2142 -1.3207

Results
E_tot: -357.9311 Ha
SMILES string: [H]/N=N/C(=C)[C@H](N)O
Multiplicity: 1
Energy relative to the best compared isomer or geometry (same formula, charge and spin): 74.56 kcal/mol
Highest occupied orbital energy: -9.3 eV
Kohn-Sham gap: 0.329 hartree

Löwdin population analysis, charges in e, atoms 1 to 5: number 1, H, carries 0.089; number 2, N, carries 0.074; number 3, N, carries 0.023; number 4, C, carries -0.327; number 5, C, carries 0.105

Question: Among the records above, which one has the lowest energy relative to the best compared isomer or geometry (same formula, charge and spin)?
Answer: number 6

Question: Look up the energy relative to the best compared isomer or geometry (same formula, charge and spin) of the sixth one.
Answer: 34.67 kcal/mol

Question: Number 6 is which compound?
Answer: C3H7N3